C26H26LuN9O7S2 as an isolated structure at a distorted geometry, computed with ωB97M-V/def2-TZVPD.

HOMO-LUMO gap: 6.252 eV
E_tot: -4057.805748 Eh
energy above the lowest of the compared OMol25 structures with the same formula, charge and spin: 27.7 kJ/mol

Last column: Mulliken charge in e.
CARTESIAN COORDINATES (ANGSTROEM)
Lu (0.31908, 0.00859, -0.08471)  1.377
C (-0.58000, 5.44432, 1.21772)  -0.861
N (-1.29874, 4.36276, 1.86412)  0.353
C (-2.02897, 4.47348, 3.02617)  -0.672
C (-2.49125, 3.25266, 3.32544)  -0.436
N (-2.04887, 2.37407, 2.32925)  0.492
C (-1.28193, 3.08069, 1.43098)  -0.146
S (-0.45964, 2.66338, 0.03658)  -0.248
C (-2.30993, 0.97324, 2.40501)  0.539
C (-3.37400, 0.54276, 3.19846)  -1.072
C (-3.54855, -0.81194, 3.39484)  -0.581
C (-2.67068, -1.70514, 2.79812)  -1.212
C (-1.68681, -1.18535, 1.98474)  -0.359
N (-1.51556, 0.12864, 1.76319)  0.550
H (-0.76875, 6.35209, 1.78432)  0.325
H (-0.92598, 5.56425, 0.19337)  0.336
H (0.48622, 5.22314, 1.20556)  0.336
H (-2.13522, 5.40482, 3.54761)  0.436
H (-3.04188, 2.92913, 4.18294)  0.455
H (-4.06526, 1.24112, 3.63917)  0.490
H (-4.36725, -1.16131, 4.00972)  0.408
H (-2.75668, -2.77222, 2.93034)  0.489
H (-1.01166, -1.85628, 1.46271)  0.735
O (-0.25241, -3.80518, -1.84942)  -0.712
C (0.35402, -2.79131, -1.55404)  -0.040
O (0.07952, -2.08772, -0.48651)  -0.295
C (1.47689, -2.31196, -2.44163)  1.422
C (2.17168, -3.27040, -3.15555)  -0.600
C (3.22295, -2.88395, -3.97265)  -0.545
C (3.58090, -1.56070, -4.11945)  -0.655
C (2.86926, -0.61351, -3.41206)  -0.013
C (1.80061, -0.94129, -2.56825)  0.218
O (1.09062, -0.03137, -1.95929)  -0.779
N (3.28225, 0.78714, -3.57071)  1.039
O (3.76980, 1.10111, -4.63740)  -0.646
O (3.13686, 1.52470, -2.62125)  -0.550
N (3.97419, -3.90480, -4.71248)  1.047
O (3.66062, -5.06394, -4.54225)  -0.628
O (4.85294, -3.52442, -5.45654)  -0.637
H (1.89370, -4.30984, -3.07039)  0.586
H (4.39067, -1.26619, -4.77060)  0.607
C (3.12517, -1.85016, 0.53087)  -0.831
C (2.87786, -0.88123, 1.64119)  0.558
C (3.65893, -0.71582, 2.75149)  -1.155
C (3.07894, 0.33903, 3.50011)  -0.798
C (1.98025, 0.76438, 2.80474)  0.347
C (1.07823, 1.86813, 3.24269)  -0.707
N (1.82194, 0.02449, 1.63894)  -0.020
H (4.05069, -2.39016, 0.73115)  0.429
H (3.26169, -1.35411, -0.43670)  0.041
H (2.33000, -2.59089, 0.41866)  0.092
H (4.54578, -1.28065, 2.98540)  0.448
H (3.42744, 0.75238, 4.43268)  0.444
H (1.48144, 2.30050, 4.15901)  0.378
H (0.06817, 1.52076, 3.47213)  0.059
H (1.00831, 2.66889, 2.50331)  0.004
C (-2.13695, 1.81395, -5.29093)  -1.020
C (-3.06933, 1.99018, -4.09532)  -0.531
C (-2.84855, 0.93363, -3.06377)  0.240
N (-2.02116, 1.05018, -2.09454)  -0.510
N (-1.89122, -0.08808, -1.33269)  0.462
C (-2.69732, -1.04205, -1.71904)  0.093
N (-2.83067, -2.23046, -1.08063)  -0.351
S (-3.63295, -0.62410, -3.10880)  -0.217
H (-2.30081, 2.60290, -6.02255)  0.357
H (-2.30351, 0.85632, -5.78400)  0.322
H (-1.09703, 1.85232, -4.97025)  0.270
H (-4.11260, 1.97786, -4.41831)  0.358
H (-2.88722, 2.94935, -3.60882)  0.225
H (-1.98936, -2.52322, -0.58283)  0.143
H (-3.22154, -2.98125, -1.62952)  0.319